[1]
This record from OMol25 describes 12 unconnected molecules or ions with the total composition C50H50F5N7O15 in a non-equilibrium geometry. The level of theory is ωB97M-V with the def2-TZVPD basis set.

ORCA input file:
```
! wB97M-V def2-TZVPD RIJCOSX def2/J DEFGRID3
* xyz 0 1
O 1.455 -1.913 -2.873
C 2.639 -1.882 -2.962
O 3.470 -2.410 -2.009
C 4.835 -2.008 -2.278
C 4.777 -1.679 -3.751
F 5.172 -2.747 -4.570
O 3.338 -1.398 -4.001
H 5.142 -1.168 -1.661
H 5.492 -2.885 -2.204
H 5.375 -0.800 -3.980
O -2.415 -4.876 -0.988
C -2.985 -3.939 -0.535
O -2.392 -2.767 -0.338
C -3.296 -1.888 0.191
C -4.699 -2.635 -0.032
F -5.220 -2.194 -1.261
O -4.326 -3.898 -0.177
H -3.117 -1.675 1.237
H -3.228 -1.014 -0.440
H -5.437 -2.426 0.744
O -0.034 4.112 -4.496
C 0.041 2.915 -4.501
O 0.738 2.153 -3.677
C 0.695 0.779 -4.007
C 0.109 0.802 -5.405
F -0.881 -0.129 -5.529
O -0.439 2.141 -5.540
H 1.711 0.349 -3.932
H 0.098 0.272 -3.231
H 0.800 0.619 -6.222
O 1.971 1.954 5.094
C 2.502 2.628 4.277
O 1.808 3.376 3.346
C 2.673 3.789 2.277
C 4.078 3.612 2.981
F 4.408 4.820 3.626
O 3.829 2.648 4.006
H 2.674 3.245 1.348
H 2.338 4.801 2.089
H 4.871 3.246 2.351
O -1.985 1.632 -2.650
C -2.936 1.185 -3.178
O -3.685 1.768 -4.147
C -4.892 1.037 -4.421
C -4.447 -0.309 -3.844
F -3.777 -1.005 -4.769
O -3.523 0.028 -2.791
H -5.721 1.437 -3.856
H -5.115 0.888 -5.464
H -5.225 -0.898 -3.361
C -2.165 5.680 -0.712
C -1.386 5.024 -1.640
C -0.145 4.566 -1.157
N 0.286 4.679 0.083
C -0.540 5.292 0.885
C -1.755 5.863 0.570
H -3.178 6.017 -0.892
H -1.732 4.828 -2.666
H 0.504 3.971 -1.817
H -0.054 5.343 1.894
H -2.357 6.405 1.277
C 3.390 -1.840 2.600
C 3.645 -0.855 3.540
C 4.944 -0.381 3.609
N 5.979 -0.818 2.923
C 5.702 -1.854 2.136
C 4.420 -2.332 1.864
H 2.406 -2.239 2.385
H 2.805 -0.367 4.008
H 5.223 0.493 4.151
H 6.540 -2.329 1.608
H 4.249 -3.173 1.237
C 1.944 -5.016 0.486
C 2.445 -5.583 1.627
C 1.579 -6.452 2.298
N 0.375 -6.827 1.941
C -0.039 -6.264 0.779
C 0.672 -5.397 0.037
H 2.571 -4.306 0.001
H 3.395 -5.356 2.053
H 1.889 -6.753 3.292
H -1.034 -6.510 0.428
H 0.206 -5.004 -0.885
C -4.777 2.221 1.744
C -5.587 1.329 1.095
C -5.471 1.290 -0.286
N -4.612 1.998 -1.011
C -3.879 2.874 -0.347
C -3.920 3.017 1.017
H -4.795 2.291 2.825
H -6.423 0.833 1.561
H -6.144 0.686 -0.887
H -3.241 3.460 -1.013
H -3.213 3.710 1.440
C 2.511 1.864 -1.050
C 3.017 0.857 -0.295
C 4.320 1.053 0.210
N 5.047 2.097 -0.008
C 4.557 2.972 -0.868
C 3.319 2.952 -1.393
H 1.493 1.891 -1.424
H 2.491 -0.044 -0.039
H 4.769 0.296 0.874
H 5.094 3.909 -0.945
H 2.845 3.679 -2.028
C -3.290 -2.469 4.088
C -2.043 -2.458 3.585
C -1.622 -3.585 2.901
N -2.304 -4.728 2.742
C -3.529 -4.632 3.216
C -4.088 -3.585 3.863
H -3.758 -1.558 4.519
H -1.485 -1.522 3.699
H -0.639 -3.578 2.431
H -4.076 -5.533 3.040
H -5.152 -3.612 4.164
C -0.846 1.388 0.332
C -0.679 0.134 -0.218
C -0.221 -0.867 0.588
N 0.307 -0.697 1.832
C 0.219 0.605 2.291
C -0.226 1.652 1.512
H -1.280 2.160 -0.298
H -1.055 -0.154 -1.240
H -0.108 -1.861 0.189
H 0.638 0.807 3.241
H -0.208 2.663 1.925
*
```

Values from the calculation:
**Highest occupied orbital energy**: -9.25 eV
**LUMO energy**: 0.27 eV
**HOMO-LUMO gap**: 9.5 eV
**Max |F|**: 3.77 eV/A



[2]
This record from OMol25 describes a molecular structure, C50H50F9N2O5SeSn. The level of theory is ωB97M-V with the def2-TZVPD basis set.

ORCA input file:
```
! wB97M-V def2-TZVPD RIJCOSX def2/J DEFGRID3
* xyz 1 1
Sn -0.250 0.327 -0.436
C -3.269 5.161 2.592
C -3.006 4.450 1.288
C -3.692 5.122 0.109
O -1.590 4.383 1.028
C -1.204 3.075 0.675
C -2.600 2.361 0.542
O -3.412 3.102 1.419
C -2.941 0.847 0.633
O -2.180 0.181 -0.401
C -2.741 0.170 1.979
C -3.147 0.760 3.174
C -3.061 0.057 4.367
C -2.559 -1.235 4.397
C -2.165 -1.835 3.211
C -2.272 -1.139 2.014
C -4.407 0.700 0.161
C -5.426 0.203 0.961
C -6.723 0.091 0.470
C -7.018 0.469 -0.827
C -6.000 0.946 -1.644
C -4.711 1.057 -1.154
C -0.002 2.584 1.540
O 0.192 1.210 1.211
C 1.292 3.331 1.132
C 2.300 3.599 2.057
C 3.503 4.171 1.668
C 3.736 4.484 0.339
C 2.755 4.206 -0.600
C 1.553 3.636 -0.205
C -0.202 2.654 3.051
C -0.060 1.521 3.840
C -0.134 1.607 5.226
C -0.364 2.825 5.839
C -0.511 3.964 5.056
C -0.417 3.882 3.678
H -2.804 6.147 2.575
H -2.867 4.588 3.424
H -4.344 5.283 2.727
H -3.345 6.152 0.027
H -4.771 5.117 0.258
H -3.461 4.611 -0.826
H -0.806 3.112 -0.347
H -2.886 2.602 -0.488
H -3.543 1.763 3.172
H -3.379 0.536 5.285
H -2.492 -1.775 5.332
H -1.803 -2.856 3.210
H -2.056 -1.650 1.084
H -5.228 -0.106 1.978
H -7.502 -0.294 1.115
H -8.029 0.388 -1.205
H -6.211 1.231 -2.667
H -3.926 1.397 -1.818
H 2.163 3.350 3.099
H 4.259 4.372 2.415
H 4.671 4.939 0.038
H 2.914 4.443 -1.644
H 0.821 3.451 -0.980
H 0.109 0.561 3.372
H -0.021 0.710 5.822
H -0.423 2.894 6.918
H -0.678 4.927 5.522
H -0.494 4.781 3.083
F -0.638 -0.276 -5.164
C -0.860 0.133 -3.923
F -0.853 -0.960 -3.113
F -2.071 0.659 -3.837
C 0.216 1.134 -3.409
O -0.027 1.393 -2.083
C 1.659 0.589 -3.632
F 1.732 -0.702 -3.241
F 2.526 1.263 -2.879
F 2.046 0.644 -4.896
C 0.071 2.513 -4.138
F 1.066 3.320 -3.764
F -1.078 3.088 -3.796
F 0.103 2.382 -5.460
C 1.634 -6.066 -0.566
C 0.259 -6.199 -1.234
C -0.572 -4.915 -1.284
C -0.104 -3.845 -2.266
N 1.300 -3.429 -2.110
C 1.797 -2.604 -1.185
Se 0.805 -1.889 0.248
N 3.116 -2.466 -1.354
C 4.023 -1.632 -0.549
C 4.325 -2.204 0.837
C 4.729 -3.678 0.850
C 6.110 -3.940 0.258
C 3.479 -3.161 -2.501
C 4.707 -3.313 -3.145
C 4.721 -4.111 -4.267
C 3.559 -4.749 -4.736
C 2.345 -4.598 -4.104
C 2.326 -3.775 -2.979
H 1.987 -7.036 -0.220
H 1.582 -5.410 0.308
H 2.396 -5.675 -1.242
H -0.323 -6.930 -0.671
H 0.368 -6.609 -2.242
H -0.656 -4.494 -0.280
H -1.589 -5.159 -1.602
H -0.727 -2.954 -2.198
H -0.180 -4.222 -3.284
H 3.584 -0.637 -0.474
H 4.934 -1.542 -1.136
H 3.466 -2.046 1.489
H 5.138 -1.598 1.245
H 3.978 -4.275 0.321
H 4.710 -4.023 1.885
H 6.163 -3.678 -0.800
H 6.378 -4.993 0.341
H 6.871 -3.361 0.784
H 5.607 -2.833 -2.789
H 5.651 -4.255 -4.800
H 3.621 -5.373 -5.617
H 1.459 -5.100 -4.465
*
```

Values from the calculation:
**Highest occupied orbital energy**: -10.73 eV
**LUMO energy**: -3.85 eV
**HOMO-LUMO gap**: 6.9 eV
**Max |F|**: 0.59 eV/A
**Relative energy (zero: lowest compared OMol25 entry of this formula, charge and spin)**: 7.3 kJ/mol



[3]
This record from OMol25 describes a molecular structure, C50H50N3O2ReS2Sb2. The level of theory is ωB97M-V with the def2-TZVPD basis set.

ORCA input file:
```
! wB97M-V def2-TZVPD RIJCOSX def2/J DEFGRID3
* xyz 3 2
Re -0.110 0.516 0.170
C 2.235 -3.681 2.117
C 3.388 -2.684 2.131
C 2.989 -1.213 2.025
Sb 2.456 -0.268 0.171
C 3.192 -1.111 -1.583
C 4.514 -1.547 -1.570
C 5.043 -2.119 -2.720
C 4.261 -2.240 -3.860
C 2.948 -1.789 -3.866
C 2.404 -1.226 -2.720
C 3.522 1.536 0.313
C 3.519 2.257 1.506
C 4.281 3.409 1.620
C 5.047 3.840 0.544
C 5.053 3.122 -0.643
C 4.290 1.968 -0.765
Sb 1.403 -4.000 0.151
C 1.029 -6.053 0.296
C 0.395 -6.624 1.400
C 0.220 -7.996 1.469
C 0.682 -8.807 0.439
C 1.311 -8.248 -0.661
C 1.484 -6.872 -0.736
C -0.600 -3.254 0.503
C -1.902 -4.083 0.278
C -2.788 -4.236 1.470
C -2.902 -3.284 2.388
C -2.114 -2.020 2.291
C -0.762 -2.157 1.568
H 1.471 -3.373 2.836
H 2.584 -4.661 2.443
H 4.150 -2.943 1.393
H 3.887 -2.749 3.103
H 3.823 -0.564 2.303
H 2.161 -0.986 2.700
H 5.140 -1.444 -0.692
H 6.067 -2.464 -2.725
H 4.679 -2.687 -4.751
H 2.352 -1.878 -4.764
H 1.376 -0.880 -2.719
H 2.940 1.924 2.362
H 4.289 3.965 2.547
H 5.652 4.731 0.637
H 5.666 3.452 -1.470
H 4.323 1.397 -1.686
H 0.034 -6.002 2.213
H -0.270 -8.437 2.326
H 0.550 -9.878 0.498
H 1.669 -8.884 -1.459
H 1.978 -6.445 -1.602
H -1.699 -5.049 -0.182
H -3.374 -5.141 1.556
H -3.580 -3.391 3.221
H -2.027 -1.534 3.260
H 0.116 -1.883 2.147
C -6.541 1.553 2.241
C -6.787 0.888 0.898
N -5.578 0.307 0.289
C -5.040 0.939 -0.902
C -4.256 2.210 -0.598
C -5.013 -0.755 0.891
O -5.445 -1.270 1.907
C -3.724 -1.323 0.346
C -3.646 -2.289 -0.561
C -2.371 -3.018 -0.808
C -1.076 -2.234 -0.550
N -1.183 -1.132 0.503
C -2.546 -0.979 1.185
H -7.468 2.012 2.584
H -5.792 2.343 2.156
H -6.217 0.832 2.988
H -7.158 1.627 0.186
H -7.541 0.104 0.980
H -5.878 1.168 -1.565
H -4.412 0.216 -1.426
H -4.881 2.957 -0.108
H -3.868 2.661 -1.513
H -3.417 2.001 0.075
H -4.533 -2.601 -1.100
H -2.353 -3.447 -1.809
H -0.483 -1.928 -1.412
H -2.623 0.031 1.595
S 0.184 2.589 4.227
C 0.121 1.800 2.928
N 0.082 1.142 1.887
O -0.763 0.667 -1.630
S -1.400 1.629 -2.748
C -0.005 2.249 -3.647
C -0.237 2.595 -4.975
C 0.781 3.213 -5.684
C 1.996 3.480 -5.071
C 2.203 3.140 -3.742
C 1.197 2.523 -3.012
C -2.150 0.503 -3.838
C -1.411 -0.495 -4.479
C -2.083 -1.371 -5.306
C -3.459 -1.233 -5.498
C -4.176 -0.229 -4.868
C -3.522 0.650 -4.014
H -1.184 2.389 -5.454
H 0.620 3.487 -6.717
H 2.784 3.964 -5.631
H 3.143 3.369 -3.263
H 1.366 2.285 -1.968
H -0.339 -0.560 -4.350
H -1.542 -2.151 -5.823
H -3.972 -1.916 -6.162
H -5.237 -0.126 -5.039
H -4.063 1.442 -3.513
*
```

Values from the calculation:
**Highest occupied orbital energy (alpha / beta)**: -15.14 / -15.14 eV
**LUMO energy (alpha / beta)**: -10.02 / -9.82 eV
**HOMO-LUMO gap (alpha / beta)**: 5.1 / 5.3 eV
**Max |F|**: 0.52 eV/A
**Relative energy (zero: lowest compared OMol25 entry of this formula, charge and spin)**: 236.5 kJ/mol
**<S²>**: 0.768



[4]
This record from OMol25 describes a molecular structure, C50H50N6O4PtS6Te in a non-equilibrium geometry. The level of theory is ωB97M-V with the def2-TZVPD basis set.

ORCA input file:
```
! wB97M-V def2-TZVPD RIJCOSX def2/J DEFGRID3
* xyz 1 6
Pt 0.421 1.469 -0.498
N 1.222 1.639 2.628
N 2.621 1.563 2.667
C 3.287 1.357 1.499
N 4.638 1.362 1.515
N 2.572 1.207 0.399
N 3.117 0.893 -0.776
O 4.261 0.431 -0.900
O 2.340 1.107 -1.766
H 0.860 2.567 2.372
H 0.865 1.388 3.545
H 3.115 2.112 3.369
H 5.123 1.275 2.391
H 5.061 0.954 0.682
C -1.774 -0.376 -2.912
S 0.049 -0.294 -3.029
C 0.248 1.230 -3.854
C -0.307 2.415 -3.444
S -1.157 2.655 -1.979
S -0.107 3.766 -4.545
C 0.881 2.914 -5.716
S 1.465 3.617 -7.096
S 1.197 1.237 -5.305
H -2.047 -1.398 -3.158
H -2.198 0.314 -3.632
H -2.103 -0.130 -1.906
O -0.099 3.946 1.695
S 0.439 4.173 0.340
C 0.208 5.950 0.050
C -0.188 6.719 1.125
C -0.291 8.090 0.979
C -0.008 8.673 -0.245
C 0.343 7.885 -1.331
C 0.454 6.511 -1.189
C 2.225 4.348 0.590
C 2.708 4.697 1.837
C 4.077 4.795 2.029
C 4.942 4.527 0.979
C 4.447 4.167 -0.263
C 3.079 4.083 -0.465
H -0.412 6.227 2.060
H -0.588 8.697 1.821
H -0.060 9.746 -0.351
H 0.531 8.346 -2.289
H 0.729 5.890 -2.029
H 2.006 4.885 2.637
H 4.464 5.089 2.993
H 6.008 4.601 1.131
H 5.128 3.940 -1.067
H 2.672 3.803 -1.427
C 4.677 -7.781 -0.831
C 3.772 -6.610 -0.611
C 2.576 -6.744 0.080
C 1.730 -5.667 0.298
C 0.458 -5.871 1.063
C 2.098 -4.411 -0.192
Te 0.870 -2.694 0.392
N -0.129 -0.393 0.570
C -0.757 0.138 1.514
O -1.311 1.436 1.184
C -0.979 -0.256 2.898
C -1.997 0.329 3.658
C -2.120 0.038 5.002
C -1.231 -0.831 5.610
C -0.221 -1.421 4.864
C -0.086 -1.134 3.521
C -0.868 -3.294 -0.667
C -0.773 -3.700 -2.002
C 0.514 -3.663 -2.761
C -1.918 -4.133 -2.658
C -3.155 -4.153 -2.032
C -4.381 -4.637 -2.736
C -3.228 -3.717 -0.716
C -2.106 -3.295 -0.017
C -2.287 -2.853 1.399
C 3.294 -4.251 -0.891
C 3.714 -2.932 -1.457
C 4.114 -5.355 -1.093
H 4.310 -8.662 -0.311
H 5.681 -7.557 -0.475
H 4.748 -8.009 -1.893
H 2.298 -7.712 0.476
H 0.431 -6.866 1.501
H -0.407 -5.766 0.409
H 0.367 -5.139 1.868
H -2.692 1.017 3.202
H -2.903 0.504 5.579
H -1.310 -1.030 6.667
H 0.464 -2.102 5.344
H 0.739 -1.547 2.953
H 1.126 -2.821 -2.437
H 0.324 -3.557 -3.826
H 1.077 -4.584 -2.610
H -1.834 -4.457 -3.686
H -4.182 -4.828 -3.785
H -5.182 -3.906 -2.653
H -4.724 -5.562 -2.277
H -4.185 -3.717 -0.215
H -3.030 -3.467 1.901
H -2.643 -1.824 1.421
H -1.353 -2.910 1.957
H 3.050 -2.130 -1.120
H 3.695 -2.958 -2.545
H 4.730 -2.684 -1.158
H 5.039 -5.227 -1.638
C -2.579 1.459 0.931
C -3.756 1.404 0.662
C -5.144 1.484 0.441
C -5.986 0.478 0.920
C -7.346 0.568 0.702
C -7.871 1.648 0.008
C -7.038 2.657 -0.451
C -5.676 2.581 -0.239
H -5.563 -0.356 1.464
H -8.008 -0.197 1.082
H -8.933 1.705 -0.168
H -7.459 3.507 -0.966
H -5.012 3.359 -0.584
*
```

Values from the calculation:
**Highest occupied orbital energy (alpha / beta)**: -7.61 / -10.30 eV
**LUMO energy (alpha / beta)**: -2.60 / -5.24 eV
**HOMO-LUMO gap (alpha / beta)**: 5.0 / 5.1 eV
**Max |F|**: 2.92 eV/A
**Relative energy (zero: lowest compared OMol25 entry of this formula, charge and spin)**: 144.0 kJ/mol
**<S²>**: 8.802